13
Properties=species:S:1:pos:R:3:mulliken_charge:R:1 method="wB97M-V/def2-TZVPD" mol_weight_da=81.12 orbital_gap_ev="7.746 / 7.733" e_tot_ha=-249.2526 de_lowest_ev=6.0042
C -0.731 -1.435 -1.173 -0.5938
C 1.712 0.401 -0.025 -0.5648
C -0.660 -0.117 -1.056 -0.0892
N -0.658 0.650 0.150 -0.2328
C -0.326 0.099 1.409 -0.3630
C 0.660 1.050 0.740 0.0310
H -0.681 -2.096 -0.316 0.1659
H -0.743 -1.897 -2.154 0.2504
H 2.347 1.189 -0.458 0.1681
H -0.640 0.531 -1.928 0.3714
H -0.049 -0.949 1.485 0.2647
H -0.912 0.489 2.238 0.2481
H 0.680 2.085 1.088 0.3441

49
Properties=species:S:1:pos:R:3:mulliken_charge:R:1 method="wB97M-V/def2-TZVPD" mol_weight_da=399.47 orbital_gap_ev=8.082 smiles="CCOc1ccc(NC(=O)CN(C)S(=O)(=O)c2cccc3cccnc23)cc1" e_tot_ha=-1638.1475 de_lowest_ev=2.4527
C 5.455 1.778 -0.291 -0.6216
C 5.857 0.459 0.362 -0.5091
O 5.185 -0.652 -0.196 -0.4784
C 3.887 -0.896 0.131 0.5854
C 3.131 -0.190 1.061 -0.0077
C 1.816 -0.542 1.314 -0.9565
C 1.227 -1.602 0.638 0.2005
N -0.110 -1.978 0.822 0.0197
C -1.095 -1.300 1.466 0.7166
O -0.918 -0.323 2.163 -0.6044
C -2.492 -1.865 1.189 -1.3503
N -2.957 -1.555 -0.141 0.2026
C -2.491 -2.302 -1.279 -0.9528
S -3.490 0.008 -0.356 1.6716
O -4.499 0.229 0.639 -0.7972
O -3.864 0.144 -1.732 -0.7537
C -2.155 1.162 0.016 -0.2319
C -2.428 2.159 0.907 -0.3187
C -1.458 3.124 1.219 -0.9304
C -0.231 3.081 0.617 -0.8109
C 0.077 2.065 -0.309 0.8164
C 1.323 1.972 -0.961 -0.4957
C 1.551 0.944 -1.835 -0.7653
C 0.528 0.004 -2.035 -0.3099
N -0.640 0.056 -1.455 -0.1997
C -0.899 1.071 -0.612 0.3240
C 1.988 -2.319 -0.284 -0.5499
C 3.296 -1.973 -0.534 -0.7766
H 6.038 2.590 0.134 0.3928
H 5.641 1.732 -1.361 0.2742
H 4.398 1.980 -0.132 -0.0094
H 6.915 0.258 0.170 0.3392
H 5.706 0.498 1.448 0.3385
H 3.549 0.638 1.609 0.4346
H 1.240 0.017 2.032 0.5298
H -0.392 -2.784 0.280 0.2529
H -3.193 -1.387 1.877 0.3783
H -2.516 -2.949 1.339 0.4672
H -3.083 -1.960 -2.124 0.3327
H -2.677 -3.366 -1.114 0.3386
H -1.438 -2.123 -1.511 0.2668
H -3.400 2.177 1.371 0.5594
H -1.691 3.895 1.936 0.4057
H 0.524 3.820 0.844 0.4276
H 2.077 2.721 -0.762 0.4945
H 2.490 0.838 -2.354 0.3889
H 0.682 -0.831 -2.708 0.4630
H 1.546 -3.154 -0.811 0.3864
H 3.889 -2.523 -1.246 0.4221

18
Properties=species:S:1:pos:R:3:mulliken_charge:R:1 method="wB97M-V/def2-TZVPD" mol_weight_da=116.18 orbital_gap_ev=9.033 e_tot_ha=-707.2257 de_lowest_ev=2.1466
C 2.226 -0.740 -0.887 -0.9537
C 2.203 0.682 -0.389 -0.3586
S 1.024 1.057 0.919 -0.3196
H 2.428 -1.376 -0.001 0.2603
H 1.242 -1.051 -1.274 0.2519
H 2.960 -1.081 -1.621 0.3262
H 2.156 1.528 -1.088 0.3711
H 3.147 0.842 0.180 0.3078
H 1.350 -0.573 1.668 0.1593
H -2.215 -1.698 -0.658 0.3092
H -1.572 -0.937 0.478 0.3051
O -1.864 -1.820 0.231 -0.6105
H -1.857 0.984 -1.711 0.2722
H -0.752 1.004 -0.666 0.2342
O -1.034 0.538 -1.471 -0.5578
H -2.362 0.846 2.188 0.3013
H -3.881 0.691 2.321 0.3195
O -3.199 1.102 1.781 -0.6182

13
Properties=species:S:1:pos:R:3:mulliken_charge:R:1 method="wB97M-V/def2-TZVPD" mol_weight_da=81.12 orbital_gap_ev=9.628 e_tot_ha=-249.2629 de_lowest_ev=5.7227
C 1.497 -0.756 -0.659 -0.6799
C 1.479 0.502 -0.464 0.1056
C 0.706 1.429 0.197 -0.1664
N -0.758 0.445 0.837 -0.3294
C -0.726 -0.875 0.739 -0.1936
C -1.558 -0.186 -0.243 -0.4406
H 2.124 -1.491 -1.140 0.3283
H 1.093 1.831 1.131 0.2502
H 0.156 2.157 -0.399 0.2507
H -0.734 -1.637 1.511 0.3801
H 0.505 -1.225 -0.084 0.0033
H -2.642 -0.070 -0.174 0.2428
H -1.142 -0.125 -1.252 0.2487

10
Properties=species:S:1:pos:R:3:mulliken_charge:R:1 method="wB97M-V/def2-TZVPD" mol_weight_da=87.15 orbital_gap_ev=8.784 smiles="S=C1CCN1" e_tot_ha=-570.1636 de_lowest_ev=1.9303
S 2.772 0.093 0.033 -0.3042
C 1.083 0.070 -0.333 0.0422
C 0.056 -0.947 -0.108 -0.4854
C -1.082 0.082 0.092 -0.3425
N 0.061 1.047 -0.160 -0.1832
H 0.225 -1.509 0.821 0.2483
H 0.046 -1.495 -0.939 0.3167
H -1.940 0.109 -0.503 0.2549
H -1.445 0.437 1.191 0.2077
H 0.223 2.113 -0.095 0.2454

19
Properties=species:S:1:pos:R:3:mulliken_charge:R:1 method="wB97M-V/def2-TZVPD" mol_weight_da=147.13 orbital_gap_ev=9.299 smiles="C[C@@H](O)CN(N=O)C(N)=O" e_tot_ha=-547.5918 de_lowest_ev=6.9176
C -1.143 -2.329 -1.719 -1.4822
C -0.879 -0.913 -1.287 0.5359
O -1.865 -0.477 -0.251 -0.5628
C 0.431 -1.096 -0.289 -1.1904
N 0.866 0.110 0.404 0.4296
N 1.175 1.220 -0.347 -0.0599
O 1.388 1.033 -1.531 -0.4676
C 0.578 0.811 1.514 0.5224
N -0.545 0.305 2.217 -0.6237
O 0.936 2.025 1.730 -0.5574
H -1.646 -3.036 -0.874 0.2896
H -0.266 -2.559 -2.165 0.4387
H -1.917 -2.461 -2.434 0.4283
H -0.597 -0.404 -2.234 0.3383
H -2.741 -0.266 -0.774 0.3126
H 0.512 -1.977 0.378 0.4098
H 1.111 -1.237 -1.070 0.5774
H -1.284 -0.230 1.657 0.3190
H -1.247 1.236 2.707 0.3424

44
Properties=species:S:1:pos:R:3:mulliken_charge:R:1 method="wB97M-V/def2-TZVPD" mol_weight_da=292.41 charge=+1 orbital_gap_ev=5.822 e_tot_ha=-901.2069 de_lowest_ev=1.4754
C -0.174 0.616 2.102 -0.4786
C -1.443 -0.004 1.992 1.1496
C -2.580 0.798 1.675 -0.2851
C -3.829 0.225 1.479 -0.6959
C -3.997 -1.169 1.587 -0.3548
C -2.896 -1.979 1.896 -0.7668
C -1.649 -1.415 2.144 -0.5241
C 1.078 0.006 1.888 0.7032
C 2.256 0.776 2.133 -0.2419
C 3.522 0.233 1.983 -0.6875
C 3.676 -1.115 1.593 -0.3613
C 2.541 -1.873 1.279 -0.7833
C 1.268 -1.317 1.353 -0.4722
H -0.161 1.706 2.232 0.1176
H -2.429 1.876 1.545 0.3375
H -4.689 0.857 1.253 0.4003
H -4.985 -1.615 1.460 0.3960
H -3.013 -3.062 1.965 0.3824
H -0.815 -2.050 2.435 0.7885
H 2.120 1.824 2.430 0.3511
H 4.403 0.844 2.178 0.4133
H 4.664 -1.564 1.532 0.4036
H 2.648 -2.912 0.961 0.3969
H 0.419 -1.871 0.963 0.8262
C -0.074 3.067 6.150 -0.7840
C 0.520 2.334 4.966 -0.9073
N -0.050 2.725 3.699 -0.1060
C -0.318 4.006 3.598 0.1182
N -0.328 4.907 4.616 0.1433
C -0.007 4.583 5.980 -0.5564
C -0.706 6.227 4.174 -0.6679
C -0.992 6.038 2.683 -0.5658
N -0.656 4.661 2.452 -0.1505
H -1.125 2.768 6.257 0.3286
H 0.472 2.782 7.055 0.3783
H 1.606 2.538 4.937 0.3131
H 0.384 1.256 5.032 0.3836
H -0.719 5.096 6.642 0.3469
H 1.007 4.937 6.240 0.2703
H -1.586 6.575 4.735 0.3210
H 0.110 6.945 4.336 0.3119
H -2.050 6.211 2.459 0.3089
H -0.360 6.707 2.090 0.3198
H -0.704 4.164 1.574 0.1796

17
Properties=species:S:1:pos:R:3:mulliken_charge:R:1 method="wB97M-V/def2-TZVPD" mol_weight_da=107.16 orbital_gap_ev=9.308 smiles=C1[C@@H]2[C@@H]3[C@H]4CN([C@H]23)[C@@H]14 e_tot_ha=-326.6539 de_lowest_ev=6.4512
C -1.447 0.869 0.090 -0.3763
C -1.451 -0.575 0.103 -0.9577
C -0.098 -1.079 0.617 -0.1371
C 0.917 0.038 0.923 -0.1641
C 1.886 -0.005 -0.232 -0.5304
N 0.450 0.241 -0.996 -0.6595
C -0.299 -0.869 -0.709 -0.3209
C -0.020 1.151 0.138 -0.2993
H -1.881 1.392 0.917 0.4347
H -1.647 1.417 -0.911 0.2764
H -2.424 -0.934 0.080 0.4583
H -0.098 -2.197 0.992 0.2797
H 1.036 0.291 2.135 0.2924
H 2.530 -0.760 -0.255 0.4211
H 2.358 1.034 -0.046 0.2471
H -0.326 -1.301 -1.578 0.7135
H 0.369 2.186 0.062 0.3218